# 1
77
Properties=species:S:1:pos:R:3:forces:R:3 method="wB97M-V/def2-TZVPD" max_force_ha_per_bohr=0.11038 charge=-1 mol_weight_g_mol=765.442 lumo_energy_ev=0.044 homo_lumo_gap_ev=4.77 total_energy_ha=-3108.05889
Nb -1.081 0.535 -0.645 -0.5 -2.8 -1.9
S 3.615 1.958 1.635 -1.2 4.1 2.6
F 10.288 -0.098 5.796 0.1 -0.8 -1.0
F 4.665 1.427 -0.805 -3.7 -0.9 2.6
F 2.086 2.761 1.364 3.3 -1.6 1.5
F 3.770 2.840 3.103 -0.2 -1.9 -2.9
F 4.346 3.318 0.814 -1.2 -2.7 1.9
F 3.624 -0.928 -1.420 -0.6 1.5 4.0
F 11.974 -1.105 4.848 -1.1 0.0 -0.3
F -7.849 -3.457 -2.209 0.2 0.9 0.6
F 5.164 1.297 1.939 -3.5 1.0 -0.7
F 2.325 1.879 -0.749 4.0 -3.3 2.3
F -7.885 -1.378 -2.866 0.3 -0.5 1.1
F 10.348 -2.275 5.708 0.0 1.0 -1.1
F 4.152 -1.237 0.873 -2.2 2.8 -2.4
F -5.997 -2.309 -2.302 -1.4 0.2 0.9
F 2.777 0.758 2.514 2.1 2.1 -1.9
O 9.944 0.153 3.107 0.5 -1.6 1.3
O -6.679 -1.782 0.365 -1.8 -0.2 -2.5
O 9.372 -2.069 3.088 1.4 1.9 1.8
O -8.839 -1.416 -0.316 1.4 -0.8 -0.8
N -1.041 1.001 -6.079 0.1 1.0 -1.6
N -1.229 -1.674 2.939 -0.4 0.3 -0.3
C -1.982 2.145 -5.768 -0.7 0.4 0.4
C -2.721 1.742 -3.189 -0.3 -0.4 -1.3
C -9.185 -1.021 1.020 -0.1 0.3 0.7
C -2.554 -0.946 2.926 -0.6 -0.7 0.5
C 3.409 1.134 -0.017 1.1 0.7 -5.0
C -1.977 0.335 -2.743 0.0 1.7 -0.6
C -7.315 -2.227 -1.963 0.9 -0.5 -2.5
C -3.175 1.583 -4.786 0.0 0.4 0.6
C 1.671 -1.016 0.151 0.3 -1.5 -0.2
C 3.230 -0.484 -0.028 -1.0 -2.9 -1.7
C 10.619 -1.148 4.990 0.9 -0.1 2.4
C 9.339 0.311 1.815 -0.6 0.1 -0.8
C -8.775 0.418 1.275 0.3 0.2 -0.2
C 0.730 -0.822 -1.174 0.3 0.0 -0.7
C 9.898 -1.108 3.643 -1.5 -0.2 -3.0
C 7.834 0.459 1.945 -0.1 -0.1 0.2
C -2.295 -1.213 0.182 -1.3 -0.7 0.3
C -7.533 -1.784 -0.517 0.2 0.7 3.2
C -3.229 -0.748 1.446 -0.4 0.7 0.0
H -0.200 2.026 -1.266 0.0 0.3 0.2
H -9.205 1.080 0.516 -0.1 -0.1 0.1
H -1.174 0.810 -7.105 0.5 0.0 1.5
H -10.273 -1.112 1.107 0.2 -0.1 -0.4
H -3.350 0.425 -4.946 0.4 2.5 0.0
H -1.990 2.664 -3.157 -1.3 -2.0 0.2
H 9.609 -0.518 1.152 0.0 0.0 0.3
H -2.697 -0.600 -2.753 1.4 1.9 -0.3
H -0.419 0.930 0.990 0.1 0.7 0.6
H -0.038 1.269 -5.940 -1.4 -0.2 -0.3
H -2.510 2.613 -6.722 1.3 -1.0 1.7
H 7.586 1.277 2.629 0.1 0.0 -0.2
H 9.759 1.223 1.377 0.1 -0.2 0.4
H 1.765 -2.194 0.323 0.2 2.6 -0.2
H -3.312 -1.605 3.557 1.6 1.4 -1.1
H -4.186 2.154 -5.020 2.0 -1.0 0.5
H -1.337 3.005 -5.282 -1.6 -1.6 -0.7
H 1.130 -0.599 1.100 1.6 -0.4 -1.8
H -0.510 -1.074 2.475 -1.0 -0.9 0.3
H -2.489 1.659 -0.245 0.1 0.2 0.0
H -3.425 0.423 1.325 0.2 -2.7 0.2
H 7.379 0.660 0.971 0.1 0.0 0.1
H -3.051 -1.528 -0.687 1.6 0.6 1.7
H 1.240 -0.288 -2.082 -0.6 -1.1 1.8
H -7.689 0.536 1.220 -0.1 -0.1 0.1
H -4.266 -1.311 1.391 2.0 1.1 0.3
H -1.054 0.215 -3.483 -2.0 -0.1 1.4
H -3.640 2.013 -2.512 1.8 -0.7 -1.3
H -9.109 0.746 2.263 0.0 -0.1 -0.1
H 0.284 -1.842 -1.604 1.2 2.0 1.1
H -1.283 -2.618 2.476 0.0 1.7 0.5
H -8.745 -1.704 1.756 0.1 0.1 -0.3
H -1.624 -2.152 0.374 -1.3 1.5 -0.1
H -2.399 0.056 3.534 -0.3 -1.9 -1.5
H 7.381 -0.447 2.358 0.1 0.1 -0.2

# 2
16
Properties=species:S:1:pos:R:3:forces:R:3 method="wB97M-V/def2-TZVPD" max_force_ha_per_bohr=0.07666 smiles=CC.CC relative_energy_kj_mol=169.4 mol_weight_g_mol=60.140 lumo_energy_ev=1.129 homo_lumo_gap_ev=12.02 total_energy_ha=-159.52044
C 1.048 1.066 -1.722 3.1 0.4 -0.4
C 0.863 1.609 -0.339 -2.6 -0.9 0.9
C -0.892 -1.206 0.328 1.5 1.5 -3.3
C -1.058 -1.511 1.803 -3.4 -1.3 -0.4
H -1.277 -0.135 0.143 0.6 -1.7 -0.1
H 2.163 1.128 -1.785 -0.5 0.0 -0.8
H 0.287 -1.189 0.019 -2.9 0.0 0.6
H 0.879 0.033 -2.073 -0.9 0.6 0.7
H -2.006 -2.204 1.733 1.8 1.1 1.2
H -0.233 -2.015 2.202 1.1 -1.3 0.4
H 1.254 1.009 0.469 0.7 -0.1 0.1
H -1.459 -1.906 -0.540 1.5 1.6 2.8
H -0.245 1.520 -0.142 1.0 1.1 0.2
H 1.260 2.633 -0.328 -0.4 -0.3 0.3
H -1.232 -0.706 2.556 -0.2 -0.1 -1.2
H 0.649 1.874 -2.324 -0.1 -0.5 -0.9

# 3
51
Properties=species:S:1:pos:R:3:forces:R:3 method="wB97M-V/def2-TZVPD" max_force_ha_per_bohr=0.35639 smiles="CCOC(=O)[C@H]1CCCN(C(=O)CCc2nnc(-c3ccc(C(C)=O)s3)o2)C1" relative_energy_kj_mol=2141.6 mol_weight_g_mol=405.476 lumo_energy_ev=-1.483 homo_lumo_gap_ev=6.75 total_energy_ha=-1675.71503
S -2.098 0.884 -1.276 0.4 2.0 0.1
O 3.996 1.848 -1.764 -0.2 0.5 1.5
O -5.885 1.473 -0.446 -7.0 -4.3 1.3
O -0.929 -1.193 1.292 5.4 3.9 2.3
O 0.561 -1.255 3.180 -2.2 3.0 -6.1
O 0.545 -0.286 -2.070 0.2 -3.8 0.8
N 1.250 -2.464 -1.690 2.2 2.8 -3.7
N 3.085 0.827 0.099 -4.5 8.5 9.5
N -0.062 -2.524 -1.545 -1.8 5.0 1.9
C 1.617 2.738 1.033 -7.2 6.5 -1.3
C 1.677 -1.203 -2.259 -16.0 -5.1 7.3
C -3.704 0.544 -0.933 -0.8 3.3 -0.7
C -4.035 -0.663 -1.117 -3.7 -11.5 3.9
C -1.065 -3.432 1.779 -6.2 2.8 -9.4
C 0.765 1.779 1.776 13.5 -5.0 0.6
C -4.344 2.954 -0.713 3.3 -3.0 -6.9
C 0.154 -0.757 2.045 2.8 -0.2 0.8
C 2.256 0.125 1.062 6.4 -8.2 -0.7
C 3.805 -0.536 -1.458 4.0 0.2 -2.6
C 3.656 0.976 -0.972 2.0 -5.5 -7.0
C -2.965 -1.561 -0.957 3.4 -0.8 -4.1
C -0.584 -1.217 -1.484 9.8 -4.2 -4.2
C -4.765 1.395 -0.694 3.9 10.1 -0.3
C 2.912 2.416 0.734 2.0 -9.2 7.1
C -1.536 -2.084 2.068 -6.5 -2.2 0.2
C -1.793 -0.730 -1.323 -5.1 -2.1 1.9
C 2.840 -0.888 -2.626 6.9 10.2 -2.5
C 0.878 0.418 1.044 2.0 0.6 15.2
H 1.521 3.950 1.565 0.6 -3.6 -1.4
H -1.758 -4.125 1.930 -2.7 -3.1 1.3
H -0.070 1.985 1.975 -12.2 3.7 2.5
H 3.462 2.967 0.219 4.5 4.9 -4.5
H 3.292 -1.611 -3.060 2.8 -5.0 -3.3
H 1.344 1.558 2.908 -1.7 0.6 -3.0
H 3.919 -1.454 -0.781 -0.5 1.7 -0.6
H -5.033 -1.352 -0.682 2.0 3.2 -1.8
H -5.038 3.653 -0.564 -3.2 2.1 0.9
H -3.489 3.135 -0.240 3.6 0.9 2.8
H -2.911 -2.751 -1.142 -0.3 3.1 0.8
H 2.697 -0.037 2.194 -0.7 1.2 -3.0
H -0.276 -3.503 2.214 9.6 -1.9 4.8
H 3.477 2.113 1.832 -1.1 1.3 -2.8
H -1.603 -1.962 3.130 0.5 1.0 0.6
H -2.552 -1.865 1.680 -0.4 -1.2 0.7
H -3.860 3.260 -1.877 -1.6 -1.0 2.7
H -0.966 -3.450 0.567 0.4 -0.2 2.8
H 2.495 -1.047 0.625 -1.3 2.5 1.4
H 2.748 0.064 -3.489 0.5 -2.5 2.6
H 4.850 -0.409 -2.020 -1.9 -0.7 1.2
H 0.991 2.966 -0.001 1.5 -0.5 2.1
H 0.531 0.331 0.237 -5.6 -0.9 -11.6

# 4
17
Properties=species:S:1:pos:R:3:forces:R:3 method="wB97M-V/def2-TZVPD" multiplicity=2 max_force_ha_per_bohr=0.02366 charge=-1 relative_energy_kj_mol=90.8 mol_weight_g_mol=110.109 lumo_energy_ev="2.440 / 2.415" homo_lumo_gap_ev="1.54 / 8.88" total_energy_ha=-421.18714
O 5.055 1.727 3.324 0.3 0.0 0.0
O -0.167 -1.540 1.180 -0.7 -0.9 -0.2
O -4.023 -0.738 -0.849 -0.7 0.6 0.1
O 0.287 0.486 -2.458 0.3 0.0 0.0
C -0.051 -1.078 -0.155 0.2 1.2 -0.1
C -0.331 0.989 -1.545 0.2 -0.4 -0.5
C -0.865 0.189 -0.405 0.5 0.9 0.3
H -0.601 2.049 -1.659 -0.2 0.2 0.4
H -0.854 0.757 0.535 -0.3 0.1 -0.3
H -1.907 0.091 -0.742 -0.2 -0.6 0.6
H -4.208 -0.013 -1.493 0.4 -0.2 -0.2
H -0.704 -2.340 1.138 -0.1 0.2 0.3
H 0.999 -0.808 -0.212 0.2 0.0 -0.6
H -0.308 -1.761 -0.949 0.1 -0.8 0.1
H 5.328 2.607 3.601 -0.1 0.0 0.0
H -4.840 -0.584 -0.311 0.4 -0.4 0.2
H 5.827 1.377 2.863 -0.2 0.0 0.0

# 5
8
Properties=species:S:1:pos:R:3:forces:R:3 method="wB97M-V/def2-TZVPD" max_force_ha_per_bohr=0.00995 smiles=N.N relative_energy_kj_mol=11.4 mol_weight_g_mol=34.062 lumo_energy_ev=1.299 homo_lumo_gap_ev=11.46 total_energy_ha=-113.09989
N 0.650 2.136 -4.471 0.3 -0.1 0.4
N -2.430 -5.210 0.508 0.4 -0.3 0.0
H -1.851 -5.225 -0.338 -0.3 0.0 0.4
H 1.222 1.285 -4.472 -0.3 0.4 0.0
H 0.028 2.076 -3.658 0.3 0.0 -0.4
H -2.786 -6.161 0.643 0.2 0.5 -0.1
H -1.803 -5.012 1.295 -0.3 -0.1 -0.4
H 1.286 2.922 -4.303 -0.3 -0.4 -0.1

# 6
40
Properties=species:S:1:pos:R:3:forces:R:3 method="wB97M-V/def2-TZVPD" max_force_ha_per_bohr=0.01289 charge=-2 relative_energy_kj_mol=0.0 mol_weight_g_mol=456.630 lumo_energy_ev=4.922 homo_lumo_gap_ev=4.79 total_energy_ha=-2011.16737
Pd 1.874 -0.619 1.444 0.5 -0.1 0.0
Cl 5.556 -2.443 -0.832 0.0 0.0 0.0
Cl 1.527 1.256 -1.558 0.1 0.0 0.1
O -3.531 -3.781 0.275 0.0 0.1 -0.1
O -4.287 -2.374 -1.186 0.1 -0.1 0.0
N 0.971 0.822 2.151 -0.2 0.1 -0.1
N -3.455 -2.709 -0.311 0.0 0.1 -0.4
N -2.483 -1.878 0.066 -0.3 0.1 0.6
N -2.040 -1.022 -2.094 0.0 0.0 -0.1
N 3.224 -0.890 0.129 -0.4 0.0 0.1
N -1.591 0.223 -0.226 0.1 0.0 0.0
N -1.660 0.489 1.149 0.1 0.0 0.3
C 5.449 -0.603 -2.775 0.0 0.0 0.0
C 1.693 1.941 2.702 0.0 0.1 0.1
C 2.406 2.726 1.586 -0.1 0.0 0.0
C 4.832 -1.061 -1.647 0.0 -0.1 0.1
C 4.935 0.486 -3.493 0.0 0.0 0.0
C 2.746 1.545 3.759 0.0 -0.1 0.0
C 0.666 2.869 3.377 0.0 0.0 0.0
C -2.097 -0.898 -0.742 0.0 -0.2 -0.1
C 3.638 -0.481 -1.010 0.3 0.0 -0.3
C 3.121 0.563 -1.894 -0.2 0.0 0.0
C 3.740 1.032 -3.029 0.0 0.0 0.0
H -1.887 -0.186 -2.631 0.0 0.0 0.0
H 3.257 1.834 -3.577 0.0 0.0 0.0
H 3.467 0.867 3.299 0.0 0.0 0.0
H -2.677 -1.695 -2.487 0.0 0.0 0.0
H 6.353 -1.104 -3.105 0.0 0.0 0.0
H 2.255 1.010 4.575 0.0 0.0 0.0
H 1.680 3.063 0.845 0.0 0.0 0.0
H -0.076 3.191 2.642 0.0 0.0 0.0
H -1.990 1.447 1.236 -0.1 -0.1 -0.1
H 2.940 3.597 1.988 0.0 0.0 0.0
H 3.277 2.415 4.168 0.0 0.1 0.0
H 1.143 3.755 3.812 0.0 0.0 0.0
H 3.115 2.070 1.080 0.0 0.0 0.0
H -0.684 0.511 1.565 -0.1 0.0 -0.3
H 0.146 2.328 4.173 0.0 0.0 0.0
H 5.423 0.863 -4.381 0.0 0.0 0.0
H -0.844 0.660 -0.755 0.1 0.0 0.0

# 7
14
Properties=species:S:1:pos:R:3:forces:R:3 method="wB97M-V/def2-TZVPD" max_force_ha_per_bohr=0.14973 relative_energy_kj_mol=572.1 mol_weight_g_mol=101.109 lumo_energy_ev=0.856 homo_lumo_gap_ev=9.21 total_energy_ha=-357.83196
O -2.032 -1.102 -0.238 -1.6 5.1 2.7
N -1.382 1.712 -0.016 0.4 -2.0 0.0
N -0.785 -0.416 -0.200 -1.7 -3.1 -1.4
N 0.970 0.941 -0.059 -0.4 2.0 -0.3
C 0.190 -1.204 0.263 3.8 -4.9 1.0
C 1.494 -0.501 -0.263 -1.3 2.3 0.2
C -0.413 0.820 -0.095 -2.7 7.2 -0.1
H 1.348 2.047 -0.013 -0.9 -4.8 -0.4
H -0.119 -2.293 -0.300 1.7 2.4 2.4
H -2.646 -0.382 0.352 2.0 -2.6 -2.3
H 2.324 -0.531 0.339 1.6 -0.8 2.1
H 0.387 -1.092 1.505 -1.0 -1.1 -2.8
H 1.956 -0.704 -1.213 -0.9 -0.1 -1.1
H -1.293 2.704 -0.061 1.0 0.3 0.0

# 8
20
Properties=species:S:1:pos:R:3:forces:R:3 method="wB97M-V/def2-TZVPD" multiplicity=2 max_force_ha_per_bohr=0.08619 charge=+1 relative_energy_kj_mol=88.2 mol_weight_g_mol=90.170 lumo_energy_ev="-3.214 / -8.507" homo_lumo_gap_ev="9.26 / 3.75" total_energy_ha=-269.94498
N -0.658 1.850 1.681 3.4 0.6 2.8
N -0.054 -0.982 -1.244 -0.3 -0.4 0.3
C -0.808 -1.217 -2.498 -0.2 0.7 1.0
C 1.217 -1.696 -1.264 0.6 0.3 -0.9
C 0.663 2.129 1.086 -1.0 0.2 -1.1
C -0.831 0.613 2.402 -1.4 -1.1 -1.6
H -0.848 -2.270 -2.771 0.1 -0.1 -0.2
H 0.606 1.758 0.054 0.4 -0.2 0.0
H -0.624 -1.388 -0.499 0.2 0.2 -0.2
H 1.488 1.660 1.621 -0.2 -0.5 0.1
H -0.861 2.665 2.261 -1.3 0.2 -0.5
H 1.719 -1.450 -2.208 -0.1 0.0 0.0
H -0.629 -0.191 1.687 0.1 -0.1 0.1
H -0.195 0.422 3.268 0.5 0.7 0.1
H 1.107 -2.785 -1.273 0.0 0.0 0.3
H -1.819 -0.863 -2.289 -0.1 -0.1 -0.4
H 0.845 3.201 1.064 -0.3 0.0 0.0
H -1.860 0.512 2.735 -0.1 0.2 0.1
H -0.392 -0.611 -3.299 0.1 -0.1 -0.1
H 1.934 -1.359 -0.514 -0.3 -0.2 0.4

# 9
45
Properties=species:S:1:pos:R:3:forces:R:3 method="wB97M-V/def2-TZVPD" multiplicity=2 max_force_ha_per_bohr=0.00886 relative_energy_kj_mol=0.0 mol_weight_g_mol=711.998 lumo_energy_ev="-1.142 / -3.266" homo_lumo_gap_ev="7.35 / 5.22" total_energy_ha=-2846.37805
Sb -3.240 -1.009 -2.466 0.3 0.1 0.0
In -0.013 -0.324 -0.949 0.2 0.2 0.3
S 3.059 -0.899 0.233 0.1 0.0 0.2
S 0.795 0.039 -3.276 0.1 -0.4 -0.1
F -2.195 -0.586 -0.806 -0.1 -0.1 -0.1
F -1.620 -1.938 -2.869 -0.3 0.0 0.0
F -3.967 -2.511 -1.630 0.2 0.0 0.0
F -4.633 0.042 -1.791 0.1 0.1 0.0
F -2.365 0.546 -3.126 -0.2 0.0 0.0
F -4.049 -1.347 -4.113 0.1 0.0 0.0
O 2.064 0.172 -0.208 -0.1 0.0 0.0
O -0.440 0.190 1.101 0.0 -0.1 0.0
N 3.637 -4.836 1.032 0.1 0.1 -0.1
N 0.607 2.358 -4.471 -0.1 0.0 0.0
N -0.422 1.880 -1.236 -0.1 0.0 0.0
N 0.444 -2.321 -0.380 -0.2 -0.2 -0.3
N -0.175 2.461 -2.382 0.0 -0.1 -0.1
N -0.634 -6.071 1.744 0.0 0.0 0.0
C -1.423 2.367 0.942 -0.1 0.1 0.0
C -1.108 1.127 1.625 0.0 0.0 0.0
C -2.256 1.973 3.591 0.0 -0.1 0.0
C 2.504 -4.699 0.862 0.0 -0.2 0.1
C -1.056 2.670 -0.363 0.0 0.0 -0.1
C 0.717 -3.361 0.062 0.0 0.3 0.3
C -2.154 3.377 1.651 0.0 0.0 -0.1
C 0.373 1.670 -3.355 0.1 0.4 0.2
C 4.577 0.024 0.418 0.0 0.0 0.0
C 1.113 -4.510 0.695 0.0 0.1 -0.2
C -2.562 3.198 2.929 0.0 0.0 -0.1
C -1.561 0.985 2.976 0.0 0.0 0.0
C 2.717 -1.183 1.968 0.0 0.0 0.0
C 0.146 -5.370 1.268 0.0 -0.2 0.0
H -2.594 1.830 4.610 0.0 0.0 0.0
H 3.467 -1.871 2.358 0.0 0.0 0.0
H 0.328 3.326 -4.497 0.0 0.0 0.0
H 4.918 0.300 -0.577 0.0 0.0 0.0
H -2.376 4.295 1.121 0.0 0.0 0.0
H 1.731 -1.637 2.033 0.0 0.0 0.0
H -1.338 0.048 3.468 0.0 0.0 0.0
H -1.307 3.653 -0.757 0.0 0.0 0.1
H -3.121 3.962 3.450 0.0 0.0 0.0
H 2.730 -0.232 2.497 0.0 0.0 0.0
H 0.978 1.914 -5.291 0.0 0.0 0.0
H 4.383 0.913 1.015 0.0 0.0 0.0
H 5.320 -0.616 0.893 0.0 0.0 0.0